DFT (ωB97M-V with the def2-TZVPD basis set) results for 2 unconnected molecules or ions with the total composition C11H20BBrIN3O7P2.

The geometry in XYZ format:
```
46
Properties=species:S:1:pos:R:3
N -2.219 1.938 -2.707
B -0.931 1.771 -1.990
O -0.043 2.817 -1.998
C -0.602 0.411 -1.328
C -1.004 -0.828 -2.018
C -0.678 -2.014 -1.440
P -1.056 -3.646 -2.163
O -2.394 -3.977 -1.273
Br -1.903 -3.121 -4.227
N -0.056 -2.214 -0.269
N 0.272 -0.981 0.387
C 0.881 -1.221 1.658
C 2.378 -1.581 1.574
C 2.625 -3.094 1.579
C 2.797 -3.681 0.171
O 2.019 -4.845 -0.046
C 0.032 0.259 -0.137
C 0.467 1.442 0.672
C -0.543 1.878 1.778
C -1.810 1.049 1.788
I -2.975 1.486 3.556
H -2.074 1.840 -3.709
H -2.825 1.159 -2.471
H -0.238 3.401 -2.736
H -1.513 -0.789 -2.962
H -2.681 -3.159 -0.843
H 0.361 -2.099 2.054
H 0.686 -0.414 2.358
H 2.778 -1.174 0.646
H 2.933 -1.108 2.385
H 1.763 -3.599 2.015
H 3.470 -3.364 2.213
H 3.835 -3.979 0.019
H 2.539 -2.936 -0.582
H 1.101 -4.542 -0.065
H 0.709 2.285 0.036
H 1.388 1.170 1.188
H -0.776 2.931 1.652
H -0.061 1.771 2.751
H -2.451 1.282 0.947
H -1.628 -0.015 1.861
O 0.971 5.782 -0.428
P -0.510 5.897 -0.066
O -0.653 6.943 1.041
O -1.007 4.522 0.378
O -1.371 6.353 -1.245
```

As for the LUMO energy: 2.2 eV. Its total charge is -2. As for the HOMO energy: 0.032 eV. The orbital gap is 2.14 eV.



DFT (ωB97M-V with the def2-TZVPD basis set) results for 2 unconnected molecules or ions with the total composition C2H4N2.

The geometry in XYZ format:
```
8
Properties=species:S:1:pos:R:3
C -0.068 -0.299 0.742
C 0.480 0.706 -0.119
N 0.131 -0.036 -1.324
N 0.860 -0.680 -0.335
H 0.250 -0.546 1.801
H -1.177 -0.398 0.432
H 0.974 1.635 -0.286
H -1.450 -0.382 -0.911
```

As for the LUMO energy: 0.5 eV. Its total charge is 0. As for the HOMO energy: -9.652 eV. The orbital gap is 10.14 eV.



DFT (ωB97M-V with the def2-TZVPD basis set) results for a molecular structure, C37H66F13N2O13S5.

The geometry in XYZ format:
```
136
Properties=species:S:1:pos:R:3
C -0.970 -2.665 6.380
O -2.351 -2.536 6.092
C -2.714 -1.401 5.342
C -3.834 -1.761 4.345
C -3.533 -1.250 2.925
C -3.039 -2.354 1.995
C -1.673 -2.943 2.350
C -0.534 -1.929 2.556
C 0.560 -2.019 1.497
S 2.075 -1.170 2.116
C 1.232 0.345 1.886
C 1.662 1.454 2.746
C 3.185 1.714 2.441
C 3.506 3.189 2.438
F 4.829 3.324 2.672
F 2.864 3.802 3.453
C 3.216 3.851 1.060
F 2.214 3.142 0.469
F 4.296 3.709 0.290
C 2.762 5.334 1.157
F 1.528 5.330 1.673
F 3.639 5.943 1.974
C 2.845 6.033 -0.232
F 2.463 5.195 -1.220
F 4.138 6.332 -0.456
S 1.815 7.630 -0.387
F 1.924 7.860 1.166
F 0.506 6.773 -0.220
F 1.739 7.440 -1.951
F 3.102 8.513 -0.593
F 0.933 8.915 -0.500
N 0.301 0.261 0.966
S -0.806 1.519 0.601
C -0.213 2.411 -0.814
O -0.880 2.410 1.711
O -2.052 0.913 0.270
C 0.342 -1.085 0.292
C -0.769 -1.475 -0.649
N -0.592 -2.867 -1.060
S 2.034 -1.035 -0.555
C 1.719 -1.185 -2.344
C 2.182 0.082 -3.055
O 2.245 1.164 -2.489
O 2.576 -0.062 -4.350
C 1.423 -0.079 -5.250
C 1.691 -1.047 -6.382
C 2.043 -2.413 -5.826
O 2.638 -0.499 -7.309
C 3.821 -1.207 -7.416
O 3.960 -2.119 -8.216
C 4.922 -0.711 -6.488
S 6.559 -1.296 -6.982
H -0.601 -3.574 5.911
H -0.845 -2.707 7.456
H -0.377 -1.826 6.022
H -3.082 -0.614 5.998
H -1.874 -0.987 4.788
H -3.990 -2.830 4.328
H -4.744 -1.281 4.676
H -2.890 -0.376 2.925
H -4.467 -0.899 2.499
H -3.115 -2.001 0.970
H -3.755 -3.164 2.084
H -1.381 -3.655 1.583
H -1.801 -3.512 3.263
H -0.053 -2.162 3.500
H -0.919 -0.923 2.662
H 0.715 -3.044 1.204
H 1.614 1.112 3.768
H 1.128 2.377 2.594
H 3.406 1.313 1.457
H 3.833 1.189 3.127
H -1.107 2.611 -1.389
H 0.477 1.849 -1.433
H 0.183 3.356 -0.487
H -0.706 -0.851 -1.534
H -1.752 -1.292 -0.239
H -1.297 -3.449 -0.634
H -0.722 -2.932 -2.056
H 2.344 -2.001 -2.687
H 0.710 -1.451 -2.616
H 1.301 0.935 -5.607
H 0.547 -0.421 -4.708
H 0.745 -1.160 -6.907
H 1.217 -2.720 -5.190
H 2.931 -2.422 -5.208
H 2.147 -3.162 -6.599
H 4.946 0.368 -6.499
H 4.673 -1.057 -5.496
H 6.883 -2.078 -5.947
C -0.667 -0.761 13.886
O -0.703 -0.045 12.671
C 0.071 -0.651 11.653
C -0.475 -0.312 10.284
O -1.637 -1.043 9.919
C -2.855 -0.703 10.571
C -3.444 0.620 10.141
O -2.762 1.706 10.746
C -2.789 2.874 9.960
H 0.339 -0.755 14.319
H -1.352 -0.274 14.576
H -0.996 -1.797 13.741
H 0.086 -1.740 11.776
H 1.100 -0.272 11.731
H 0.281 -0.606 9.551
H -0.632 0.763 10.176
H -2.752 -0.757 11.655
H -3.557 -1.486 10.273
H -4.497 0.660 10.448
H -3.393 0.698 9.047
H -2.338 2.695 8.976
H -2.200 3.631 10.475
H -3.812 3.245 9.832
C 0.461 0.701 -11.327
O -0.024 -0.620 -11.399
C 0.554 -1.470 -10.424
C -0.386 -2.593 -10.052
O -1.439 -2.204 -9.175
C -2.491 -1.420 -9.723
C -3.425 -2.183 -10.635
O -2.841 -2.380 -11.909
C -3.298 -3.552 -12.546
H 1.527 0.744 -11.575
H -0.095 1.297 -12.047
H 0.302 1.124 -10.327
H 0.810 -0.906 -9.518
H 1.475 -1.892 -10.846
H 0.193 -3.326 -9.485
H -0.771 -3.099 -10.937
H -2.105 -0.525 -10.213
H -3.075 -1.093 -8.859
H -4.350 -1.606 -10.764
H -3.672 -3.146 -10.172
H -3.088 -4.438 -11.934
H -2.759 -3.648 -13.486
H -4.372 -3.498 -12.755
```

As for the LUMO energy: -4.5 eV. Its total charge is +1. As for the HOMO energy: -10.535 eV. The orbital gap is 6.06 eV.



DFT (ωB97M-V with the def2-TZVPD basis set) results for a molecular structure, C23H24N2Pt.

The geometry in XYZ format:
```
50
Properties=species:S:1:pos:R:3
C 2.050 -3.525 1.616
C 2.036 -3.733 0.094
H 2.867 -2.846 1.913
H 2.258 -4.477 2.124
H 1.107 -3.147 2.020
H 2.168 -2.805 -0.469
H 2.875 -4.392 -0.143
H 1.125 -4.242 -0.238
C 1.284 2.064 0.399
C 1.198 3.453 0.325
C 0.868 4.067 -0.890
C 0.642 3.268 -1.997
H 1.627 1.531 1.290
H 1.363 4.049 1.221
H 0.804 5.151 -0.976
H 0.413 3.679 -2.972
N 0.861 1.299 -0.635
C 0.672 1.872 -1.860
C 0.374 0.961 -2.926
N 0.220 -0.342 -2.532
C -0.027 -1.278 -3.477
C -0.092 0.377 -5.227
C -0.162 -0.960 -4.822
H -0.167 -2.272 -3.084
H -0.358 -1.776 -5.514
C 0.139 1.341 -4.258
H 0.147 2.408 -4.505
H -0.203 0.646 -6.276
Pt 0.335 -0.745 -0.504
C -0.563 -2.504 -0.789
H -0.053 -3.205 -1.472
H -1.519 -2.187 -1.233
H -0.750 -2.993 0.179
C -3.155 2.277 2.691
C -2.966 2.041 1.301
C -2.119 1.012 0.891
C -1.260 0.387 1.828
C -0.077 -0.341 1.462
C 0.794 -0.761 2.451
C 0.419 -0.753 3.824
C -0.744 -0.121 4.201
C -1.523 0.566 3.242
C -2.524 1.476 3.632
H -3.828 3.071 3.021
H -3.520 2.636 0.570
H -2.089 0.685 -0.151
H 1.747 -1.172 2.131
H 1.054 -1.252 4.571
H -1.023 -0.055 5.255
H -2.723 1.566 4.696
```

As for the spin multiplicity: 3. As for the LUMO energy (spin up / spin down): 0.5 / -2.1 eV. The expectation value of S² is 2.023. Its total charge is 0. As for the HOMO energy (spin up / spin down): -5.115 / -8.067 eV. The orbital gap (spin up / spin down) is 5.58 / 6.00 eV.



DFT (ωB97M-V with the def2-TZVPD basis set) results for C9H11N3O4 in the gas phase.

The geometry in XYZ format:
```
27
Properties=species:S:1:pos:R:3
C 2.961 -2.123 2.457
C 2.290 -0.814 1.839
O 1.163 -0.758 2.178
N 0.259 -1.752 1.699
C -0.648 -1.353 0.830
O -1.431 -2.323 0.140
N -0.405 -0.259 0.121
C -1.101 0.548 -0.866
C -2.303 -0.257 -1.513
C -2.802 0.433 -2.555
C -2.295 2.001 -2.951
C -1.510 2.446 -2.216
C -0.645 1.768 -1.291
N 0.334 2.533 -0.450
O 1.107 2.085 0.274
O 0.555 3.704 -0.830
H 4.124 -2.338 2.021
H 2.579 -3.022 1.847
H 3.001 -2.162 3.516
H 2.645 -0.011 2.298
H 2.490 -0.752 0.805
H -0.108 -2.646 2.310
H 0.161 0.289 0.666
H -2.578 -1.167 -1.088
H -3.591 0.068 -3.083
H -3.070 2.417 -3.560
H -1.183 3.444 -2.595
```

As for the LUMO energy: -0.7 eV. Its total charge is 0. The SMILES is CCONC(=O)Nc1ccccc1[N+](=O)[O-]. As for the HOMO energy: -9.435 eV. The orbital gap is 8.76 eV.



DFT (ωB97M-V with the def2-TZVPD basis set) results for CH3NO3 in the gas phase.

The geometry in XYZ format:
```
8
Properties=species:S:1:pos:R:3
H -1.424 0.639 2.509
N -0.772 0.981 1.670
C -0.682 0.251 0.669
O 0.335 0.522 -0.218
O 0.212 -0.134 -1.478
O 1.263 -0.997 -1.536
H -1.044 -0.795 0.371
H 2.113 -0.466 -1.987
```

As for the LUMO energy: 0.6 eV. Its total charge is 0. The SMILES is [H]/N=C/OOO. As for the HOMO energy: -10.466 eV. The orbital gap is 11.11 eV.